The following is a quantum chemistry calculation of C41H33CrN4O3 as an isolated structure at a distorted geometry, from the OMol25 dataset.

```
82
Properties=species:S:1:pos:R:3:forces:R:3:mulliken_charge:R:1
N 0.062 4.648 -1.980 1.034 -2.702 -1.825 -0.824
N 0.344 3.752 -2.639 -1.490 2.565 1.500 0.475
N 0.490 2.889 -3.528 0.227 1.258 0.163 -0.207
C 1.304 1.743 -3.138 -0.879 -0.280 0.568 2.866
C 1.795 1.090 -4.443 0.079 0.676 0.605 -0.874
C 2.823 0.144 -4.391 0.714 -0.434 -0.310 -0.030
C 3.319 -0.419 -5.573 -0.193 -0.023 0.647 -0.992
C 2.765 -0.064 -6.803 0.261 -0.060 0.207 -0.362
C 1.732 0.877 -6.854 -0.582 0.356 0.670 -0.947
C 1.249 1.455 -5.672 0.021 0.259 -1.109 -0.152
C 2.479 2.252 -2.327 -0.771 -1.727 -1.044 -0.422
C 3.139 3.385 -2.802 1.583 1.320 -0.093 0.003
C 4.169 3.949 -2.043 -0.517 0.165 -0.348 -0.912
C 4.559 3.344 -0.843 0.205 0.853 -0.628 -0.624
C 3.992 2.127 -0.466 -1.158 -1.385 0.049 -0.953
C 2.946 1.571 -1.208 0.993 0.043 1.110 0.142
C 0.322 0.766 -2.400 0.585 -1.272 -0.504 -0.633
C -0.928 0.542 -3.301 0.460 0.258 -0.222 -0.510
C -2.152 0.641 -2.400 -0.142 0.102 0.375 -1.000
C -1.613 1.041 -1.019 -0.891 -0.107 0.473 0.509
N -0.196 1.200 -1.157 0.437 1.241 -0.182 0.237
H 3.243 -0.129 -3.419 -0.052 -0.008 -0.384 0.370
H 4.132 -1.142 -5.508 -0.233 0.177 -0.125 0.431
H 3.150 -0.508 -7.719 -0.091 0.123 0.188 0.435
H 1.287 1.167 -7.805 0.142 -0.121 0.228 0.429
H 0.454 2.206 -5.711 0.403 -0.337 -0.040 0.406
H 2.879 3.802 -3.778 -0.044 -0.058 0.426 0.479
H 4.632 4.874 -2.388 -0.014 -0.315 0.158 0.456
H 5.318 3.810 -0.216 -0.109 -0.149 -0.203 0.463
H 4.338 1.610 0.429 -0.076 0.193 -0.259 0.526
H 2.496 0.618 -0.921 0.176 0.394 0.049 0.707
H 0.894 -0.170 -2.265 -0.088 -0.106 -0.319 0.435
H -0.971 1.370 -4.010 -0.019 -0.352 -0.104 0.182
H -0.845 -0.387 -3.866 -0.097 0.025 0.106 0.448
H -2.858 1.405 -2.735 0.116 -0.210 -0.198 0.352
H -2.696 -0.305 -2.340 0.062 0.118 -0.011 0.286
H -2.073 1.965 -0.634 -0.001 -0.257 -0.133 0.426
H -1.858 0.246 -0.309 -0.002 0.129 -0.158 -0.758
H 0.380 1.208 -0.331 -0.066 -0.147 -0.164 0.105
O -1.895 -5.393 6.433 -0.372 0.752 -4.365 -0.263
C -2.033 -5.128 5.304 0.740 -0.647 5.132 0.407
Cr -2.486 -4.512 3.561 -0.633 -0.622 1.522 -0.123
C -2.538 -2.794 4.321 -0.494 4.041 2.059 0.500
O -2.625 -1.756 4.853 0.410 -3.538 -1.927 -0.314
C -4.268 -4.688 4.211 -4.029 0.531 2.193 0.391
O -5.288 -4.723 4.768 3.327 -0.112 -2.063 -0.251
C -2.182 -6.265 2.362 0.327 -0.984 -1.020 -0.604
C -0.931 -5.751 2.744 -0.050 -0.440 0.087 -0.647
C -0.637 -4.395 2.525 1.477 0.713 -0.547 -0.403
C -1.493 -3.578 1.748 -0.166 0.757 0.043 1.117
C -1.177 -2.204 1.445 0.468 0.502 0.713 -0.836
C -0.870 -1.019 1.573 -0.492 -1.414 -0.554 -1.255
C -0.623 0.350 1.751 -0.215 0.356 1.442 0.750
C -1.809 1.118 2.170 -0.824 -0.167 -0.193 1.639
C -3.084 0.540 1.911 -0.281 0.124 0.271 -0.197
C -4.273 1.112 2.357 0.446 0.057 -0.026 -1.034
C -4.248 2.320 3.065 0.281 -0.134 0.117 -0.517
C -3.012 2.925 3.318 -0.072 -0.211 -0.169 -1.015
C -1.824 2.341 2.870 -0.050 0.215 0.017 -0.489
C 0.770 0.701 1.993 0.936 -0.125 -0.270 1.503
C 1.751 -0.282 1.674 -0.026 -0.053 0.276 -0.337
C 3.066 -0.174 2.107 0.037 0.254 -0.049 -0.923
C 3.482 0.961 2.818 -0.454 -0.079 0.252 -0.501
C 2.559 1.985 3.064 0.159 -0.132 -0.312 -1.038
C 1.251 1.892 2.590 0.005 -0.066 -0.034 -0.446
C -2.792 -4.077 1.504 -0.303 0.929 -1.322 -0.429
C -3.103 -5.431 1.712 -0.240 -0.469 0.034 -0.600
H -2.445 -7.296 2.604 0.112 0.313 -0.186 0.511
H -0.198 -6.388 3.240 -0.348 0.231 0.048 0.570
H 0.286 -3.958 2.921 -0.279 -0.284 -0.369 0.609
H -3.146 -0.396 1.357 0.020 0.272 0.161 0.362
H -5.214 0.599 2.166 0.205 0.206 -0.011 0.429
H -5.172 2.761 3.444 0.321 -0.105 -0.171 0.416
H -2.963 3.856 3.888 -0.018 -0.321 -0.251 0.441
H -0.903 2.862 3.091 -0.538 -0.131 0.132 0.112
H 1.449 -1.171 1.112 0.099 0.276 0.305 0.408
H 3.768 -0.986 1.914 -0.166 0.258 -0.039 0.394
H 4.501 1.036 3.197 -0.239 -0.039 -0.067 0.467
H 2.854 2.865 3.642 -0.056 -0.241 -0.361 0.438
H 0.609 2.760 2.689 0.435 -0.373 0.102 0.595
H -3.540 -3.389 1.102 0.307 -0.395 -0.097 0.616
H -4.077 -5.807 1.394 0.251 0.090 0.336 0.577
```
Positions in Å, forces in eV/Å.

Output
Energy, eV: -83555.4172
Net charge: +2
HOMO-LUMO gap (alpha / beta), eV: 6.720 / 3.313
Expectation value of S²: 3.826
Multiplicity: 4
HOMO energy (alpha / beta), eV: -11.971 / -12.844
Strongest force on any atom, eV Å⁻¹: 5.23

***

The following is a quantum chemistry calculation of one molecule with the formula C2H2N2O3 at a distorted geometry, from the OMol25 dataset.

```
9
Properties=species:S:1:pos:R:3:forces:R:3:nbo_charge:R:1
C -0.865 0.023 -0.099 5.624 -4.200 2.921 0.378
C 0.556 0.759 -0.004 -0.088 1.135 -0.548 0.674
H -2.621 -0.114 -0.184 -2.688 -2.369 -0.356 0.499
H 1.388 -2.234 0.352 -2.506 1.782 -0.349 0.393
N -0.687 -1.296 0.235 2.932 3.387 -2.368 -0.291
N 0.725 -1.498 -0.110 -0.592 -2.629 0.587 -0.181
O -2.014 0.549 -0.046 -0.276 4.197 0.085 -0.607
O 1.435 -0.331 -0.116 -0.932 2.594 0.492 -0.324
O 0.931 1.934 0.108 -1.474 -3.896 -0.465 -0.542
```
Positions in Å, forces in eV/Å.

Output
Structure (SMILES): O=c1o[nH]nc1O
Energy, eV: -11225.2329
Relative energy (zero: lowest compared OMol25 entry of this formula, charge and spin), kcal/mol: 82.4
HOMO-LUMO gap, eV: 9.121
HOMO energy, eV: -9.026
Strongest force on any atom, eV Å⁻¹: 7.60

***

The following is a quantum chemistry calculation of one molecule with the formula C3H6O at a distorted geometry, from the OMol25 dataset.

```
10
Properties=species:S:1:pos:R:3:forces:R:3:nbo_charge:R:1
C -0.458 0.978 -0.801 0.309 2.765 0.657 -0.721
C 0.055 -0.365 -0.419 0.437 -0.383 0.339 0.569
C 0.484 -0.715 0.994 -2.969 -0.022 1.186 -0.725
H -1.554 0.971 -0.554 0.795 0.078 -0.491 0.245
H -0.275 1.106 -1.951 -0.450 0.119 2.397 0.256
H -0.026 1.886 -0.064 -0.901 -2.376 -2.308 0.220
H 1.516 -0.881 1.055 1.739 0.552 0.141 0.245
H 0.117 -1.742 1.220 -0.168 0.696 -0.283 0.243
H 0.031 -0.022 1.785 1.089 -0.803 -1.061 0.216
O 0.110 -1.217 -1.265 0.118 -0.625 -0.576 -0.547
```
Positions in Å, forces in eV/Å.

Output
Structure (SMILES): CC(C)=O
Energy, eV: -5254.9678
Relative energy (zero: lowest compared OMol25 entry of this formula, charge and spin), kcal/mol: 16.8
HOMO-LUMO gap, eV: 10.621
HOMO energy, eV: -9.666
Strongest force on any atom, eV Å⁻¹: 3.43

***

The following is a quantum chemistry calculation of a 2-piece molecular cluster, C4H8O3 overall, from the OMol25 dataset.

```
15
Properties=species:S:1:pos:R:3:forces:R:3:nbo_charge:R:1
C 0.230 -1.977 0.019 -0.029 -0.085 0.064 -0.727
C 0.960 -0.667 -0.003 0.181 -0.023 0.128 0.592
O 2.153 -0.593 -0.198 -0.437 -0.024 0.221 -0.536
C 0.194 0.584 0.400 0.251 0.076 0.281 -0.199
O -1.223 0.435 0.261 -0.057 -0.003 0.012 -0.511
C -1.935 1.515 0.627 0.049 0.265 0.053 0.648
O -1.480 2.584 0.928 -0.119 -0.478 -0.062 -0.568
H -0.149 -2.223 -0.980 0.062 0.101 0.126 0.250
H -0.622 -1.918 0.698 0.028 -0.160 -0.067 0.232
H 0.939 -2.745 0.333 -0.162 0.018 -0.105 0.244
H 0.414 0.665 1.472 0.047 0.282 -0.056 0.218
H 1.782 0.631 -1.870 -0.046 0.205 -0.303 0.029
H 1.201 0.949 -2.205 0.066 0.110 -0.253 -0.039
H 0.541 1.490 -0.102 0.059 -0.298 0.069 0.238
H -3.007 1.270 0.620 0.108 0.015 -0.109 0.128
```
Positions in Å, forces in eV/Å.

Output
Structure (SMILES): CC(=O)COC=O.[H][H]
Energy, eV: -10418.8511
Relative energy (zero: lowest compared OMol25 entry of this formula, charge and spin), kcal/mol: 49.6
HOMO-LUMO gap, eV: 10.941
HOMO energy, eV: -10.216
Strongest force on any atom, eV Å⁻¹: 0.50